[1]
Below is a structure of composition C30H45CeF5OP2 in a non-equilibrium geometry, with properties calculated with ωB97M-V/def2-TZVPD.

Values from the calculation:
Multiplicity ... 2
Expectation value of S² ... 0.751
E_LUMO (alpha / beta) ... -4.1 / -4.1 eV
DFT total energy ... -78973.8745 eV
Kohn-Sham gap (alpha / beta) ... 4.3067 / 4.3514 eV
Total charge ... +1
Maximum force ... 2.013 eV/Å

Structure (XYZ):
```
84
Properties=species:S:1:pos:R:3:mulliken_spin:R:1
Ce -0.382 0.230 -0.617 1.004
C -2.329 1.776 0.099 0.017
C -2.801 0.867 -0.923 -0.009
C -2.382 -0.354 1.024 -0.004
C -2.111 1.023 1.298 0.000
C -2.823 -0.461 -0.348 -0.016
C -2.216 3.254 -0.055 0.000
H -1.860 3.539 -1.053 0.000
H -1.531 3.669 0.694 -0.001
H -3.192 3.745 0.080 0.000
C -1.807 1.555 2.655 0.004
H -1.619 2.633 2.656 0.000
H -0.936 1.049 3.090 -0.002
H -2.637 1.393 3.359 0.000
C -2.334 -1.466 2.017 -0.001
H -3.301 -1.641 2.515 0.000
H -1.593 -1.259 2.798 -0.001
H -2.056 -2.413 1.540 0.000
C -3.317 -1.697 -1.015 -0.001
H -4.416 -1.723 -0.999 0.000
H -2.959 -2.594 -0.497 0.000
H -3.002 -1.745 -2.060 0.000
C -3.201 1.269 -2.301 -0.001
H -4.175 1.780 -2.288 0.000
H -3.294 0.414 -2.977 0.000
H -2.481 1.978 -2.745 0.000
C 1.299 0.531 -2.907 0.009
C 0.246 1.392 -3.082 0.001
C -0.352 1.657 -4.447 0.002
C -1.224 0.531 -5.082 0.000
C -1.299 -0.767 -4.325 0.000
C -0.251 -1.585 -4.172 0.002
C 1.095 -1.298 -4.773 0.000
C 1.937 -0.202 -4.063 0.002
H 0.444 1.947 -5.151 0.000
H -0.909 0.386 -6.125 0.000
H -0.978 2.561 -4.358 0.000
H 2.273 0.533 -4.814 0.000
H 1.933 0.541 -1.999 -0.004
H 0.007 2.190 -2.347 -0.004
H 2.871 -0.664 -3.702 0.000
H 1.676 -2.235 -4.759 0.000
H -0.334 -2.527 -3.629 -0.001
H 1.005 -1.043 -5.841 0.000
H -2.253 0.915 -5.163 0.000
H -2.288 -1.044 -3.949 0.000
P 1.647 2.134 0.639 0.000
C 1.398 2.998 2.228 -0.002
H 2.279 3.598 2.487 0.000
H 1.242 2.242 3.002 0.000
H 0.524 3.654 2.174 0.000
C 3.335 1.486 0.943 0.000
H 3.980 2.273 1.363 0.000
H 3.766 1.129 -0.002 0.000
H 3.259 0.651 1.653 0.000
C 2.066 3.569 -0.443 0.000
H 2.483 3.216 -1.400 0.000
H 2.808 4.202 0.073 0.000
H 1.150 4.151 -0.631 0.000
P 0.833 -2.480 -0.395 0.004
C -0.210 -3.825 -1.085 -0.001
H 0.434 -4.658 -1.414 0.000
H -0.763 -3.430 -1.949 0.001
H -0.928 -4.191 -0.342 0.000
C 2.364 -2.828 -1.333 0.000
H 2.170 -2.826 -2.415 0.000
H 2.730 -3.822 -1.032 0.000
H 3.117 -2.064 -1.098 0.000
C 1.252 -3.143 1.251 -0.001
H 1.623 -4.174 1.183 0.000
H 0.353 -3.105 1.875 0.000
H 2.006 -2.503 1.713 0.000
F 1.749 -0.994 8.635 0.000
C 1.499 -0.868 7.323 0.000
C 1.045 0.347 6.815 0.000
F 0.836 1.386 7.649 0.000
C 0.808 0.478 5.471 0.000
F 0.349 1.668 5.015 0.000
C 1.001 -0.605 4.543 0.000
O 0.774 -0.481 3.301 0.004
C 1.450 -1.829 5.133 0.000
F 1.615 -2.907 4.344 0.000
C 1.692 -1.960 6.475 0.000
F 2.115 -3.131 6.989 0.000
```

=====

[2]
Below is the ion C7H9O5S with charge -1 in a non-equilibrium geometry, with properties calculated with ωB97M-V/def2-TZVPD.

Values from the calculation:
E_LUMO ... 3.0 eV
DFT total energy ... -28476.5889 eV
Kohn-Sham gap ... 7.8173 eV
Total charge ... -1
Maximum force ... 5.562 eV/Å

Structure (XYZ):
```
22
Properties=species:S:1:pos:R:3:nbo_charge:R:1
C -0.846 2.029 -0.016 -0.331
C 0.370 1.650 -0.583 -0.123
C -1.963 1.207 0.367 0.564
C -1.915 -0.262 -0.348 -0.523
C -0.663 -1.088 -0.311 -0.141
C 0.838 0.329 -0.693 -0.013
C -0.244 -1.694 1.006 -0.685
O 1.821 0.070 1.892 -0.996
O -2.942 1.635 1.016 -0.583
O 2.676 -1.362 0.154 -1.036
O 3.108 1.032 0.112 -1.025
O 1.381 -0.005 -1.909 -0.729
S 2.213 -0.022 0.542 2.392
H -0.988 3.064 0.116 0.207
H 1.052 2.410 -0.869 0.225
H -2.634 -0.713 0.165 0.205
H -2.205 -0.121 -1.364 0.213
H -0.651 -1.735 -1.173 0.191
H -0.426 -0.977 1.836 0.234
H 0.806 -1.862 0.735 0.267
H -0.690 -2.753 1.060 0.185
H 1.902 -0.831 -1.732 0.502
```

=====

[3]
Below is a cluster of 2 separate species, CH3O3 in total, with properties calculated with ωB97M-V/def2-TZVPD.

Values from the calculation:
E_LUMO ... 4.4 eV
DFT total energy ... -7229.8498 eV
Kohn-Sham gap ... 8.6938 eV
Total charge ... -1
Maximum force ... 0.458 eV/Å

Structure (XYZ):
```
7
Properties=species:S:1:pos:R:3:nbo_charge:R:1
O -2.167 0.582 0.412 -0.767
C -1.113 -0.052 0.578 0.642
O 0.032 0.168 0.123 -0.835
H -1.233 -0.974 1.217 -0.014
H 1.707 -0.040 -0.355 0.522
H 2.052 -1.166 -1.275 0.451
O 2.481 -0.411 -0.854 -0.999
```

=====

[4]
Below is a structure of composition C12H25N3O3 in a non-equilibrium geometry, with properties calculated with ωB97M-V/def2-TZVPD.

Values from the calculation:
E_LUMO ... 0.2 eV
DFT total energy ... -23449.5099 eV
Kohn-Sham gap ... 9.8110 eV
Maximum force ... 9.310 eV/Å

Structure (XYZ):
```
43
Properties=species:S:1:pos:R:3:nbo_charge:R:1
C -0.590 -0.643 -1.038 -0.148
C -0.078 0.839 -0.754 0.676
C -2.058 -0.595 -0.420 -0.445
C -2.697 -1.532 -1.490 -0.411
C -2.256 -3.058 -1.417 -0.451
C -3.243 -4.156 -1.903 -0.218
C 1.396 2.598 0.004 -0.204
C 1.945 3.266 -1.272 0.825
C 2.541 2.784 1.014 -0.433
C 2.207 2.455 2.512 -0.200
C 3.491 2.522 3.540 -0.627
C 1.335 1.179 2.682 -0.600
H 0.300 -0.747 0.866 0.326
H -0.314 -2.587 -0.122 0.368
H -0.833 -1.063 -2.240 0.255
H -2.496 0.450 -0.155 0.266
H -1.895 -1.149 0.729 0.197
H -3.826 -1.650 -1.391 0.214
H -2.427 -1.114 -2.562 0.209
H -1.267 -3.191 -2.002 0.212
H -2.268 -3.078 -0.267 0.225
H -3.861 -4.125 -2.938 0.185
H -4.104 -3.689 -1.070 0.172
H -2.348 -6.049 -2.725 0.362
H -3.933 -6.100 -1.868 0.364
H 2.029 0.575 0.300 0.459
H 0.385 3.082 0.213 0.253
H 2.765 3.971 0.872 0.280
H 3.443 2.050 0.829 0.214
H 1.440 3.287 2.726 0.187
H 4.104 3.393 3.121 0.224
H 4.191 1.523 3.399 0.215
H 3.030 2.714 4.562 0.226
H 1.765 0.262 2.220 0.185
H 1.090 1.257 3.743 0.224
H 0.557 1.152 2.183 0.178
H 0.205 2.567 -2.425 0.520
N 0.507 -1.454 -0.235 -0.818
N -2.900 -5.573 -1.759 -0.845
N 1.272 1.121 -0.428 -0.637
O -0.797 1.650 -1.392 -0.663
O 3.093 3.903 -1.103 -0.574
O 1.100 2.951 -2.540 -0.746
```

=====

[5]
Below is a cluster of 10 separate species, C15H15BCl36NO2 in total, with properties calculated with ωB97M-V/def2-TZVPD.

Values from the calculation:
E_LUMO ... -3.3 eV
DFT total energy ... -472860.3243 eV
Kohn-Sham gap ... 8.8875 eV
Total charge ... +1
Maximum force ... 0.997 eV/Å

Structure (XYZ):
```
70
Properties=species:S:1:pos:R:3:nbo_charge:R:1
C -4.054 2.016 7.148 -0.644
C -2.693 1.877 6.466 -0.026
C -2.178 0.430 6.353 -0.411
C -1.563 0.277 4.961 -0.609
B 0.003 0.641 4.835 1.157
O 0.621 0.441 3.632 -0.893
O 0.736 0.990 5.949 -0.913
C -2.526 1.109 4.134 -0.202
N -2.637 2.359 4.977 -0.345
C -3.656 3.339 4.509 -0.414
H -4.308 1.076 7.638 0.246
H -4.872 2.245 6.469 0.224
H -4.035 2.799 7.905 0.242
H -1.992 2.524 6.995 0.216
H -1.525 0.140 7.173 0.262
H -3.066 -0.213 6.383 0.216
H -1.627 -0.774 4.660 0.282
H 0.236 0.914 2.894 0.508
H 0.639 1.865 6.305 0.507
H -2.156 1.377 3.145 0.237
H -3.531 0.684 4.087 0.224
H -1.745 2.842 4.913 0.417
H -3.487 4.293 5.006 0.236
H -3.533 3.465 3.434 0.238
H -4.651 2.960 4.707 0.232
C -0.867 -0.154 -0.312 -0.224
Cl -1.019 1.316 0.711 -0.022
Cl -2.226 -1.212 0.012 0.081
Cl -0.895 0.370 -1.992 0.086
Cl 0.629 -0.975 0.084 0.096
C 3.497 -1.566 -3.280 -0.224
Cl 1.772 -1.193 -3.148 0.039
Cl 4.213 -1.502 -1.669 0.057
Cl 3.701 -3.183 -3.955 0.062
Cl 4.267 -0.380 -4.328 0.067
C 1.848 -7.405 -5.626 -0.225
Cl 2.651 -5.966 -4.977 0.042
Cl 1.156 -8.329 -4.285 0.048
Cl 0.562 -6.910 -6.726 0.063
Cl 3.018 -8.391 -6.490 0.073
C 5.717 2.676 -0.586 -0.229
Cl 4.770 4.161 -0.721 0.050
Cl 5.635 1.792 -2.108 0.062
Cl 7.390 3.074 -0.212 0.069
Cl 5.046 1.671 0.709 0.040
C -2.564 -4.723 -2.375 -0.228
Cl -1.924 -6.237 -2.988 0.084
Cl -3.945 -4.211 -3.354 0.058
Cl -3.094 -4.928 -0.697 0.044
Cl -1.326 -3.469 -2.428 0.051
C -5.503 0.070 -1.382 -0.228
Cl -4.921 -1.476 -1.993 0.070
Cl -7.015 0.496 -2.171 0.079
Cl -5.763 -0.057 0.368 0.025
Cl -4.300 1.329 -1.697 0.046
C 3.620 8.072 0.007 -0.229
Cl 2.680 9.549 -0.178 0.066
Cl 3.556 7.137 -1.489 0.062
Cl 5.295 8.469 0.376 0.071
Cl 2.944 7.102 1.327 0.035
C 5.703 6.550 -5.354 -0.230
Cl 6.305 8.109 -4.791 0.061
Cl 5.411 5.502 -3.960 0.046
Cl 4.191 6.784 -6.234 0.057
Cl 6.894 5.798 -6.413 0.065
C 0.098 -11.490 -8.071 -0.229
Cl 0.080 -10.724 -6.481 0.051
Cl 1.728 -11.411 -8.741 0.057
Cl -0.398 -13.175 -7.921 0.062
Cl -1.018 -10.637 -9.141 0.056
```

=====

[6]
Below is the molecule C2H2ClP in a non-equilibrium geometry, with properties calculated with ωB97M-V/def2-TZVPD.

Values from the calculation:
SMILES string ... ClC1=PC1
E_LUMO ... 0.1 eV
DFT total energy ... -23915.1535 eV
Kohn-Sham gap ... 9.1059 eV
Maximum force ... 2.391 eV/Å

Structure (XYZ):
```
6
Properties=species:S:1:pos:R:3:nbo_charge:R:1
C 0.756 0.079 -0.043 -0.477
C -0.741 -0.004 0.037 -0.624
P 0.300 1.627 0.014 0.599
Cl 2.004 -1.050 -0.006 0.087
H -1.289 -0.102 -0.897 0.210
H -1.030 -0.550 0.894 0.206
```

=====

[7]
Below is the molecule C2H2O2S in a non-equilibrium geometry, with properties calculated with ωB97M-V/def2-TZVPD.

Values from the calculation:
SMILES string ... O=CC(=O)S
E_LUMO ... -0.4 eV
DFT total energy ... -17035.2363 eV
Kohn-Sham gap ... 9.5065 eV
Maximum force ... 3.801 eV/Å

Structure (XYZ):
```
7
Properties=species:S:1:pos:R:3:nbo_charge:R:1
C -0.442 -0.197 0.583 0.333
C 1.070 -0.104 -0.140 0.378
O -0.529 -0.937 1.529 -0.515
O 1.261 -0.023 -1.315 -0.469
S -1.958 0.471 -0.230 0.018
H 1.862 -0.198 0.684 0.144
H -1.264 0.988 -1.111 0.111
```

=====

[8]
Below is the ion C7H6NO with charge +1 in a non-equilibrium geometry, with properties calculated with ωB97M-V/def2-TZVPD.

Values from the calculation:
E_LUMO ... -4.6 eV
DFT total energy ... -10880.8990 eV
Kohn-Sham gap ... 10.6733 eV
Total charge ... +1
Maximum force ... 4.608 eV/Å

Structure (XYZ):
```
15
Properties=species:S:1:pos:R:3:nbo_charge:R:1
C 2.136 -0.224 0.163 0.047
C 1.906 -1.511 0.156 0.205
C 0.735 1.582 -0.071 0.103
C -0.643 -1.483 -0.073 -0.379
C 2.006 1.122 0.106 -0.302
C -1.375 -0.118 -0.251 0.287
C 0.652 -0.651 -0.004 0.182
N -0.031 0.480 -0.147 -0.288
O -2.158 0.310 0.777 -0.679
H 0.373 2.590 -0.147 0.274
H -0.873 -1.986 0.864 0.270
H -0.687 -2.188 -0.900 0.261
H 2.864 1.774 0.191 0.297
H -1.800 0.042 -1.250 0.206
H -3.104 0.260 0.584 0.516
```